(1)
11
Properties=species:S:1:pos:R:3 method="wB97M-V/def2-TZVPD" spin_multiplicity=3 homo_ha="-0.378 / -0.376" gap_ev="9.854 / 6.650" e_lumo_ha="-0.01543 / -0.13182"
Br 2.12 -0.32 2.74
Br 0.07 3.30 1.05
Br 2.27 2.01 -1.05
Br -3.49 0.06 -2.33
Cl -0.59 1.31 3.34
S -1.03 0.52 1.50
O -2.33 0.90 1.10
O -0.65 -0.86 1.52
C 0.93 0.93 -0.24
C 0.12 1.52 0.61
H 1.19 -0.16 -0.52

(2)
64
Properties=species:S:1:pos:R:3 method="wB97M-V/def2-TZVPD" charge=-1 homo_ha=-0.270 gap_ev=9.818 e_lumo_ha=0.09089
F -66.36 40.31 46.28
F -63.93 42.13 43.39
F -68.04 36.16 45.70
F -69.72 40.45 44.11
F -66.66 37.80 49.51
O -67.55 41.40 51.73
O -66.68 47.43 47.24
O -65.81 37.51 43.56
O -65.73 36.27 45.31
O -68.75 42.35 43.56
O -69.48 43.34 45.40
O -62.11 40.05 44.92
O -69.29 44.59 43.64
O -67.67 39.81 50.09
O -65.79 44.99 46.07
O -62.86 40.14 42.88
O -65.78 40.97 50.38
O -60.69 39.55 43.24
O -63.85 36.37 44.02
O -65.13 47.92 49.59
C -63.55 40.42 45.07
C -67.10 37.73 44.11
C -65.84 43.61 45.57
C -64.64 48.44 50.83
C -66.47 48.62 47.51
C -69.15 43.46 44.13
C -69.19 42.00 45.81
C -65.43 39.92 49.33
C -68.83 41.24 44.50
C -66.11 48.85 49.02
C -66.96 40.78 50.84
C -65.05 36.75 44.24
C -66.97 45.67 45.59
C -63.92 40.76 43.63
C -66.81 47.16 45.89
C -66.79 39.13 49.30
C -66.96 36.97 45.55
C -61.86 39.90 43.67
H -67.36 49.26 47.19
H -67.07 49.01 49.63
H -67.00 45.53 44.59
H -67.50 37.25 43.41
H -63.95 47.52 51.36
H -64.84 39.17 49.84
H -67.78 40.78 44.55
H -68.45 42.06 46.68
H -65.54 48.90 47.10
H -65.13 43.23 46.11
H -65.42 48.55 51.57
H -70.16 41.53 46.11
H -68.03 45.19 46.10
H -65.77 49.99 49.11
H -67.26 39.36 48.32
H -67.87 47.68 45.70
H -65.41 43.73 44.60
H -66.74 43.14 45.59
H -63.34 41.32 45.65
H -64.05 39.65 45.53
H -65.07 40.18 48.25
H -64.06 49.35 50.68
H -66.76 37.62 46.43
H -66.06 47.52 45.37
H -67.18 38.73 44.38
H -65.00 40.38 43.45

(3)
14
Properties=species:S:1:pos:R:3 method="wB97M-V/def2-TZVPD" homo_ha=-0.333 gap_ev=9.407 e_lumo_ha=0.01287
O -0.35 1.47 1.58
C -1.15 0.16 -0.29
C 1.09 1.24 -0.27
C 0.83 -0.85 0.22
C -0.16 1.11 0.43
C -0.65 -1.26 0.01
H 1.74 2.07 0.09
H -1.09 0.31 -1.37
H -0.82 -1.98 -0.81
H 1.16 1.15 -1.35
H 1.12 -0.90 1.26
H -1.14 -1.71 0.89
H 1.52 -1.21 -0.52
H -2.11 0.39 0.13

(4)
18
Properties=species:S:1:pos:R:3 method="wB97M-V/def2-TZVPD" charge=+1 homo_ha=-0.507 gap_ev=10.092 e_lumo_ha=-0.13642
O 2.89 -1.30 0.61
N -0.83 1.46 -0.71
C -0.65 -1.08 1.30
C 1.81 -0.53 1.10
C 0.50 -1.12 0.63
C -1.69 0.71 -1.68
H -0.48 0.81 0.04
H -1.05 0.07 -2.28
H -1.51 -1.62 0.93
H 3.45 -0.76 0.05
H 1.88 0.51 0.75
H 1.85 -0.50 2.19
H -0.02 1.87 -1.17
H -0.73 -0.58 2.26
H -2.41 0.11 -1.12
H -2.18 1.42 -2.33
H 0.55 -1.67 -0.31
H -1.36 2.20 -0.25

(5)
20
Properties=species:S:1:pos:R:3 method="wB97M-V/def2-TZVPD" homo_ha=-0.355 gap_ev=10.496 e_lumo_ha=0.03103
O 2.42 1.59 -0.22
O 2.19 -0.55 0.43
N -0.03 -0.71 1.04
N 0.66 -1.41 -1.03
C -0.53 0.21 0.00
C -1.92 -0.42 -0.39
C -0.73 1.60 0.68
C 1.07 -1.44 0.41
C 1.85 0.53 -0.26
C 0.54 0.05 -1.06
H -2.52 -0.24 0.58
H 1.14 -2.39 0.95
H -1.71 1.86 0.86
H -1.68 -1.40 -0.63
H 1.58 -1.64 -1.53
H -2.65 0.08 -1.07
H -0.13 1.66 1.65
H 0.38 -0.13 1.73
H 0.37 0.44 -2.07
H -0.31 2.29 -0.07

(6)
51
Properties=species:S:1:pos:R:3 method="wB97M-V/def2-TZVPD" charge=+1 homo_ha="-0.394 / -0.394" gap_ev="5.200 / 5.201" e_lumo_ha="-0.20248 / -0.20245"
Ce -2.67 0.24 -1.29
I -3.10 -1.55 -3.76
Te -5.00 1.41 0.51
Se -3.54 -2.03 0.27
Se -3.00 -0.10 1.55
Se -3.95 2.70 -1.40
As -0.46 -2.64 -0.44
N -1.95 4.94 2.96
N -0.74 4.52 0.97
N -0.34 1.37 -1.60
C 0.26 2.20 -0.72
C -0.08 -3.51 2.38
C 0.21 1.28 -2.88
C -1.82 4.87 1.65
C 1.67 4.29 1.16
C 0.31 4.41 3.15
C 0.35 4.33 1.76
C 1.05 -2.91 -1.80
C -0.11 -5.69 -0.03
C 2.00 3.96 -0.15
C -0.87 4.73 3.72
C 1.21 2.15 -3.29
C 0.62 -2.88 1.20
C 2.43 -2.44 -1.41
C -1.08 -4.56 -0.41
C 1.78 3.04 -2.40
C 1.28 3.09 -1.06
H 0.68 -3.91 3.05
H 2.93 4.29 -0.63
H 0.65 -2.51 -2.73
H 2.54 3.78 -2.63
H 1.23 4.24 3.76
H -1.02 4.80 4.82
H 2.50 -1.41 -0.93
H 0.96 -3.97 -1.92
H -0.06 -5.88 1.06
H 1.55 2.02 -4.32
H -0.27 0.59 -3.59
H 0.92 -5.45 -0.33
H 2.41 4.76 1.84
H -0.08 2.13 0.32
H -0.66 -2.72 2.93
H -1.99 -4.50 0.29
H -2.69 5.01 1.05
H -1.52 -4.75 -1.37
H 1.47 -3.42 0.83
H 3.13 -2.47 -2.24
H 1.02 -1.86 1.28
H -0.33 -6.63 -0.60
H -0.76 -4.29 2.08
H 2.94 -3.07 -0.66

(7)
15
Properties=species:S:1:pos:R:3 method="wB97M-V/def2-TZVPD" charge=+1 homo_ha="-0.476 / -0.478" gap_ev="6.164 / 6.604" e_lumo_ha="-0.24968 / -0.23486"
N 0.24 1.75 -0.35
N 1.80 -1.04 0.02
C -3.24 -0.46 -0.17
C -2.09 0.13 -0.22
C 0.11 0.79 0.64
C -1.03 0.02 0.75
H -1.89 0.64 -1.09
H 2.75 -0.98 -0.25
H 0.80 0.75 1.48
H -4.22 -0.64 0.17
H 1.31 -1.23 -0.89
H -1.27 -0.78 1.52
H 1.65 -1.97 0.40
H -0.14 1.42 -1.22
H 1.11 2.19 -0.37

(8)
24
Properties=species:S:1:pos:R:3 method="wB97M-V/def2-TZVPD" charge=+1 homo_ha=-0.500 gap_ev=6.925 e_lumo_ha=-0.24512
O 2.86 -0.71 0.10
N -2.51 -1.81 -1.91
C 0.61 -1.15 1.10
C -0.15 -0.47 -0.10
C 2.05 -0.64 1.27
C 0.08 0.92 -0.38
C -1.87 2.17 0.00
C -0.38 2.02 0.44
H -0.25 1.82 1.50
H 0.12 -1.06 -0.98
H -1.21 -0.66 0.10
H -1.82 -2.35 -2.42
H 2.57 -1.18 2.05
H 2.63 0.02 -0.49
H -2.36 2.90 0.64
H 1.95 0.41 1.58
H -2.41 1.23 0.06
H -1.91 2.51 -1.03
H 0.51 -2.22 1.03
H -3.00 -1.20 -2.55
H 0.13 2.95 0.21
H 0.10 -0.84 2.01
H 0.20 1.10 -1.45
H -3.15 -2.45 -1.44

What did the sixth record say?
51
Properties=species:S:1:pos:R:3 method="wB97M-V/def2-TZVPD" charge=+1 homo_ha="-0.394 / -0.394" gap_ev="5.200 / 5.201" e_lumo_ha="-0.20248 / -0.20245"
Ce -2.67 0.24 -1.29
I -3.10 -1.55 -3.76
Te -5.00 1.41 0.51
Se -3.54 -2.03 0.27
Se -3.00 -0.10 1.55
Se -3.95 2.70 -1.40
As -0.46 -2.64 -0.44
N -1.95 4.94 2.96
N -0.74 4.52 0.97
N -0.34 1.37 -1.60
C 0.26 2.20 -0.72
C -0.08 -3.51 2.38
C 0.21 1.28 -2.88
C -1.82 4.87 1.65
C 1.67 4.29 1.16
C 0.31 4.41 3.15
C 0.35 4.33 1.76
C 1.05 -2.91 -1.80
C -0.11 -5.69 -0.03
C 2.00 3.96 -0.15
C -0.87 4.73 3.72
C 1.21 2.15 -3.29
C 0.62 -2.88 1.20
C 2.43 -2.44 -1.41
C -1.08 -4.56 -0.41
C 1.78 3.04 -2.40
C 1.28 3.09 -1.06
H 0.68 -3.91 3.05
H 2.93 4.29 -0.63
H 0.65 -2.51 -2.73
H 2.54 3.78 -2.63
H 1.23 4.24 3.76
H -1.02 4.80 4.82
H 2.50 -1.41 -0.93
H 0.96 -3.97 -1.92
H -0.06 -5.88 1.06
H 1.55 2.02 -4.32
H -0.27 0.59 -3.59
H 0.92 -5.45 -0.33
H 2.41 4.76 1.84
H -0.08 2.13 0.32
H -0.66 -2.72 2.93
H -1.99 -4.50 0.29
H -2.69 5.01 1.05
H -1.52 -4.75 -1.37
H 1.47 -3.42 0.83
H 3.13 -2.47 -2.24
H 1.02 -1.86 1.28
H -0.33 -6.63 -0.60
H -0.76 -4.29 2.08
H 2.94 -3.07 -0.66